#P
2 unconnected molecules or ions with the total composition C5H9BrO, computed with the ωB97M-V functional and the def2-TZVPD basis.

LUMO in eV: 0.508
HOMO level in eV: -8.787
Spin multiplicity: 1
Charge: 0

Each line ends with the natural charge from an NBO analysis.
Positions of all 16 atoms, in Å:
C -1.392 0.506 0.656  -0.669
C -0.572 0.332 -0.566  -0.058
C 0.795 0.951 -0.461  -0.650
C -0.987 -0.224 -1.690  -0.286
Br -2.677 -0.965 -1.875  0.041
H -2.331 1.226 0.580  0.243
H -0.751 0.726 1.517  0.219
H -1.877 -0.449 0.921  0.226
H 1.450 0.635 -1.276  0.235
H 1.495 0.626 0.343  0.213
H 0.566 2.065 -0.213  0.232
H -0.310 -0.659 -2.480  0.252
C 0.508 -2.251 -0.159  0.299
O 0.613 -2.183 -1.342  -0.511
H -0.311 -2.840 0.351  0.111
H 1.138 -1.648 0.599  0.102



#Q
C5H9BrO in the gas phase, computed with the ωB97M-V functional and the def2-TZVPD basis.

LUMO in eV: 1.031
HOMO level in eV: -9.397
Spin multiplicity: 1
Charge: 0

Each line ends with the natural charge from an NBO analysis.
Positions of all 16 atoms, in Å:
C -0.853 2.249 0.063  -0.249
O -0.731 0.785 0.052  -0.535
C 0.548 0.415 0.554  0.063
C 0.732 -1.061 0.605  -0.240
C -0.274 -1.971 -0.119  -0.614
C 1.579 -0.236 -0.305  -0.350
Br 3.395 0.099 -0.037  0.058
H -0.202 2.716 -0.657  0.182
H -0.672 2.569 1.113  0.172
H -1.883 2.485 -0.151  0.194
H 0.838 0.901 1.460  0.197
H 1.131 -1.411 1.561  0.219
H -0.938 -1.232 -0.513  0.236
H -0.796 -2.604 0.534  0.215
H 0.215 -2.510 -0.871  0.206
H 1.200 -0.486 -1.378  0.247



Most stable: #Q. Least stable: #P.



#P
C5H5NO2 in the gas phase, computed with the ωB97M-V functional and the def2-TZVPD basis.

LUMO in eV: 0.313
HOMO level in eV: -8.179
Spin multiplicity: 1
Charge: 0

Each line ends with the natural charge from an NBO analysis.
Positions of all 13 atoms, in Å:
C 0.354 -1.385 1.386  -0.558
C 0.590 -0.388 0.547  0.415
O 1.901 0.008 0.164  -0.467
C 1.447 1.149 -0.702  0.020
C 0.125 1.239 -0.814  -0.108
N -0.529 0.434 0.063  -0.484
C -1.826 -0.253 -0.519  0.567
O -2.496 0.462 -1.249  -0.507
H -0.671 -1.524 1.985  0.218
H 1.236 -1.899 1.917  0.230
H 2.406 1.373 -1.440  0.240
H -0.629 1.957 -1.354  0.266
H -1.909 -1.173 0.017  0.169



#Q
C5H5NO2 in the gas phase, computed with the ωB97M-V functional and the def2-TZVPD basis.

LUMO in eV: -0.523
HOMO level in eV: -9.361
Spin multiplicity: 1
Charge: 0

Each line ends with the natural charge from an NBO analysis.
Positions of all 13 atoms, in Å:
C -0.302 1.657 -2.395  -0.202
C -0.354 1.054 -1.283  0.007
C -0.472 0.403 -0.060  0.038
C -1.491 0.874 0.825  -0.341
N 0.698 -0.488 0.367  -0.174
O 1.016 -1.219 -0.875  -0.560
C 0.880 -1.525 1.156  0.525
O 1.418 -2.642 1.024  -0.571
H -0.264 2.245 -3.409  0.278
H -1.339 0.744 2.137  0.219
H -2.053 1.733 0.547  0.220
H 1.493 -1.868 -0.348  0.465
H 0.770 -0.969 2.314  0.097



#R
C5H5NO2 in the gas phase, computed with the ωB97M-V functional and the def2-TZVPD basis.

LUMO in eV: -0.764
HOMO level in eV: -9.834
Spin multiplicity: 1
Charge: 0

Each line ends with the natural charge from an NBO analysis.
Positions of all 13 atoms, in Å:
O -0.637 -0.737 1.896  -0.486
C -0.323 -0.898 0.787  0.541
C -0.115 -2.284 -0.003  0.015
N 0.221 -1.947 -1.160  -0.366
C 0.241 -0.491 -1.256  -0.004
C 0.121 0.251 -0.205  -0.180
C 0.203 1.715 -0.079  -0.088
O 0.323 2.053 1.361  -0.708
H -0.105 -3.289 0.338  0.213
H 0.385 -0.142 -2.250  0.195
H 0.861 2.121 -0.832  0.218
H -0.883 2.160 -0.387  0.175
H -0.291 1.487 1.789  0.476



Most stable: #R. Least stable: #Q.